DFT (the ωB97M-V functional and the def2-TZVPD basis) results for a 2-piece molecular cluster, C5H14O2 overall at a distorted geometry.

HOMO energy = -9.98 eV
DFT total energy = -349.3590 hartree
Energy relative to the best compared isomer or geometry (same formula, charge and spin) = 44.24 kJ/mol
Orbital gap = 0.395 Ha
SMILES = CC(C)CCO.O
Net charge = 0

Geometry as XYZ:
```
21
Properties=species:S:1:pos:R:3:forces:R:3
H 0.9404 0.9645 -1.4459 -0.1871 -0.4636 -0.4416
H 0.3003 0.0918 1.3815 -0.5013 -0.4808 -0.3521
H 1.4061 1.2352 0.9036 0.1168 0.1133 -0.5689
H -1.1530 -1.0822 -0.4938 -0.0944 -0.2234 -0.1876
H -1.5452 1.1700 0.2086 -0.6641 0.1240 -0.3696
O -3.1437 -0.9396 1.5820 -0.4590 0.4764 0.3055
H -3.4470 -0.6668 2.4696 0.2107 -0.1886 -0.6800
H -1.4279 1.8108 -1.5273 -0.3461 -0.0045 0.0027
C 0.9418 0.3169 0.5238 0.4721 -0.4654 0.7015
C 0.1930 0.5146 -0.7797 -0.4780 0.8786 -0.2742
H 1.8350 -1.5585 -0.2035 0.4816 0.2118 -0.6266
C -0.4798 -0.7618 -1.2941 0.4352 0.1906 0.2132
H 3.9791 -0.6139 -0.0324 -0.0164 0.0054 0.0436
C 2.0723 -0.7331 0.4623 -0.5190 0.7560 1.9586
C -0.9292 1.5699 -0.5993 1.6262 -0.3297 1.1850
H 2.1153 -1.1892 1.4634 0.0079 -0.1066 -0.1453
H 0.2201 -1.5643 -1.5133 0.0498 -0.1078 0.0342
H -3.6786 -0.4128 0.9635 0.2722 -0.2748 0.3536
H -0.4475 2.4504 -0.1573 -0.2826 0.2193 -0.3407
H -1.0504 -0.5856 -2.2053 -0.0748 0.1089 0.0357
O 3.2990 -0.0162 0.2936 -0.0499 -0.4393 -0.8470
```
Positions in Å, forces in eV/Å.



DFT (the ωB97M-V functional and the def2-TZVPD basis) results for a 3-piece molecular cluster, C5H14O2 overall at a distorted geometry.

HOMO energy = -8.62 eV
DFT total energy = -349.3280 hartree
Energy relative to the best compared isomer or geometry (same formula, charge and spin) = 125.46 kJ/mol
Orbital gap = 0.341 Ha
SMILES = C=C(C)CC.O.O
Net charge = 0

Geometry as XYZ:
```
21
Properties=species:S:1:pos:R:3:forces:R:3
C -1.5586 2.2712 0.0755 0.0233 -0.0809 1.0090
H 0.7739 -2.7853 -2.5262 0.5508 0.0332 -0.1252
O 3.5514 0.7932 1.4908 -0.3252 0.4382 -0.1271
H -0.9996 3.1411 -0.2684 0.0601 -0.2115 -0.3403
H 0.2705 -0.2057 -1.5170 0.5473 -0.0546 0.2342
H -2.5938 2.3319 -0.2683 0.0603 -0.0307 -0.3374
O 1.4148 -2.5057 -1.8621 -0.3862 0.0780 0.5773
C -1.1675 -1.5636 0.4796 0.2174 0.2964 1.1615
H -1.4741 -2.1339 1.3639 -0.2439 -0.2548 -0.3236
H 2.3056 -2.4840 -2.2146 -0.1555 -0.1361 -0.4652
H 4.1514 1.1351 2.1574 0.1109 -0.2055 0.0219
C -0.0234 0.7658 -1.1505 -0.6806 -0.2599 0.6207
H 0.4798 1.6682 -1.4708 -0.2367 -0.0826 -0.7076
C -1.4052 -0.0756 0.8599 1.1197 -1.6347 -3.0980
H -2.4691 0.0461 1.0170 0.0617 0.3993 1.1093
H -0.5962 0.1371 1.5605 -1.0758 0.2456 1.1266
H -1.6636 2.3815 1.1646 0.1421 0.0841 -0.0745
H 3.7697 -0.1239 1.3355 0.2003 -0.2300 0.1087
H -1.6926 -1.9110 -0.4067 -0.0906 0.0915 -0.0099
C -0.9711 0.9003 -0.2172 0.1007 1.3822 0.0300
H -0.1024 -1.7827 0.3972 0.0001 0.1327 -0.3904
```
Positions in Å, forces in eV/Å.



DFT (the ωB97M-V functional and the def2-TZVPD basis) results for a 2-piece molecular cluster, C5H14O2 overall at a distorted geometry.

HOMO energy (spin up / spin down) = -14.92 / -14.91 eV
DFT total energy = -348.9979 hartree
Energy relative to the best compared isomer or geometry (same formula, charge and spin) = 144.76 kJ/mol
Orbital gap (spin up / spin down) = 0.431 / 0.199 Ha
2S+1 = 2
Net charge = +1
⟨S²⟩ = 0.755

Geometry as XYZ:
```
21
Properties=species:S:1:pos:R:3:forces:R:3
H 0.1504 0.8927 1.6052 0.1754 0.1346 -0.0455
H 1.5229 -1.3082 0.0513 -0.0162 -0.1848 0.2065
H 0.9779 2.6684 -0.9915 -0.0250 0.2705 0.1686
H -1.1256 -1.6819 0.6866 0.0916 -0.0312 -0.2369
C 1.5735 -0.3315 0.5340 0.3208 -0.1726 -0.5858
H -1.5750 0.3014 -0.6157 0.0033 0.2810 0.1737
H -1.8443 2.5853 -0.6446 0.2974 -0.4571 -0.6088
C -0.6643 -1.0363 1.4262 -0.1320 0.2120 -0.1391
H -0.7347 2.6730 0.6471 0.5566 -0.7592 0.0002
H 0.0230 -1.6460 2.0107 0.0260 0.0849 0.0724
H 2.1707 -0.3889 1.4428 -0.1184 -0.0900 -0.0070
O 0.0504 2.8821 -1.2184 0.2172 -0.6536 -0.4663
O 0.0664 -2.6929 -1.5552 -0.0930 0.2019 -0.0301
H 2.1469 0.2442 -0.1976 -0.0980 0.4983 0.1181
C -0.5645 0.6885 -0.4118 0.5790 -0.9117 0.0975
C 0.1619 0.1500 0.8067 -0.1734 -0.1559 0.4869
H 0.2028 -3.6479 -1.5550 -0.0359 0.1020 -0.0693
H -1.4322 -0.6326 2.0729 -0.2241 -0.0252 0.1380
H -0.3148 -2.4812 -2.4165 0.0955 -0.2397 0.0860
C -0.8262 2.2728 -0.3851 -1.3844 2.0867 1.0282
H 0.0347 0.4890 -1.2919 -0.0625 -0.1910 -0.3873
```
Positions in Å, forces in eV/Å.



DFT (the ωB97M-V functional and the def2-TZVPD basis) results for a 2-piece molecular cluster, C5H14O3 overall at a distorted geometry.

HOMO energy = -9.93 eV
DFT total energy = -424.5928 hartree
Energy relative to the best compared isomer or geometry (same formula, charge and spin) = 35.38 kJ/mol
Orbital gap = 0.388 Ha
SMILES = OCCCCCO.O
Net charge = 0

Geometry as XYZ:
```
22
Properties=species:S:1:pos:R:3:forces:R:3
C 2.4151 0.0543 -0.8220 -1.7939 -0.2019 0.8683
H -1.7940 1.0224 -3.0033 -0.6061 -0.4022 -1.1799
O -1.4691 1.3649 -2.1945 0.9995 0.1570 1.1363
H 0.2997 0.2860 -0.9303 -0.0473 0.2192 -0.0307
H -0.1154 0.3569 2.4140 0.2041 0.2942 -0.4755
H 0.1304 -1.8397 0.2319 0.2385 -0.0560 -0.2577
H 1.0431 1.0988 0.4430 -0.1515 -0.0555 0.1228
H 2.5261 -0.9280 -1.2664 0.0918 -0.1959 -0.1339
H -2.5405 0.0372 2.0151 0.2061 0.3518 0.0641
H -0.6311 -1.2674 2.5047 -0.0971 -0.0477 -0.0126
H -1.9201 -1.6954 -0.0719 0.2848 0.0735 -0.2877
C 1.0240 0.1647 -0.1267 0.4876 -0.4951 -0.8813
O 2.4341 0.9645 -1.8932 0.9093 0.0432 -0.5339
H 2.2189 1.8630 -1.6343 -0.0678 -0.0536 0.3750
C -0.4687 -0.4594 1.7814 -0.3066 -1.3729 0.1140
C -1.8452 -0.1733 1.1989 -0.5270 -0.0416 0.3710
H -1.8866 0.6757 0.5097 0.2720 -0.0624 -0.1025
C 0.5689 -0.9956 0.7579 -0.0831 1.7141 1.1633
H 1.4030 -1.3367 1.3593 0.2981 -0.4221 -0.0069
O -2.4582 -1.3215 0.6229 -0.1464 -0.0731 0.0650
H 3.1820 0.1549 -0.0424 0.2813 0.3638 -0.3970
H -2.1164 1.9734 -1.8536 -0.4462 0.2633 0.0198
```
Positions in Å, forces in eV/Å.



DFT (the ωB97M-V functional and the def2-TZVPD basis) results for a 4-piece molecular cluster, C5H14O3 overall at a distorted geometry.

HOMO energy (spin up / spin down) = -14.45 / -14.37 eV
DFT total energy = -424.1878 hartree
Energy relative to the best compared isomer or geometry (same formula, charge and spin) = 174.89 kJ/mol
Orbital gap (spin up / spin down) = 0.287 / 0.274 Ha
2S+1 = 2
Net charge = +1
⟨S²⟩ = 0.754

Geometry as XYZ:
```
22
Properties=species:S:1:pos:R:3:forces:R:3
H -4.0097 0.1708 0.4892 0.1083 0.0609 0.2458
H -2.1138 -2.1868 -0.9785 0.0492 0.1600 -0.2145
C 2.9731 -1.6737 0.1786 -0.8939 0.1184 0.3575
C 1.4471 0.2358 -0.3501 -1.3985 -1.9541 0.1138
C 0.9019 1.4964 -0.4657 -0.0052 0.7305 0.6764
H 0.7520 -0.6238 -0.4215 0.0684 0.6393 -1.0236
H 3.4415 -2.0224 1.1006 0.5026 0.5171 -0.1128
H 1.4847 2.3505 -0.0873 0.0411 -0.2357 -0.5529
H 3.6207 -1.8843 -0.6804 0.0631 -0.1699 0.0424
C -0.5125 1.8238 -0.8835 1.7175 -1.0925 0.4251
O -0.8070 -0.2162 1.8105 0.4190 -0.0868 0.2722
H -0.9512 2.2235 0.0370 -0.2168 0.3842 -0.1954
O -2.1239 -1.2530 -1.2373 -0.5114 -0.0676 0.9044
H -0.1707 0.1433 1.1787 -0.7502 -0.0891 0.3437
H -2.6754 -0.8152 -0.5258 0.9528 -0.5406 -1.3182
H -1.0487 0.9252 -1.1938 0.0309 0.2330 -0.1533
C 2.6552 -0.2294 0.1328 0.2751 0.7312 1.0631
H -1.7106 0.0576 1.5748 0.7665 -0.0449 0.0593
H 3.3425 0.4708 0.6135 0.2465 -0.0164 -0.5264
H 2.0488 -2.2570 0.1285 0.1171 0.0477 -0.5492
O -3.0365 0.2782 0.5616 -1.2030 0.5533 0.0339
H -0.4248 2.5892 -1.6577 -0.3792 0.1221 0.1087
```
Positions in Å, forces in eV/Å.



DFT (the ωB97M-V functional and the def2-TZVPD basis) results for an isolated ion of composition C5H14OP and charge +1 at a distorted geometry.

HOMO energy = -14.93 eV
DFT total energy = -615.2111 hartree
Energy relative to the best compared isomer or geometry (same formula, charge and spin) = 130.71 kJ/mol
Orbital gap = 0.447 Ha
Net charge = +1

Geometry as XYZ:
```
21
Properties=species:S:1:pos:R:3:forces:R:3
H 1.1252 -0.2609 -2.8668 -0.2160 -0.5433 0.4187
H 1.8828 -0.7601 1.7154 1.1260 -0.2694 0.0405
C -1.6696 -0.6094 -0.3818 -0.3778 -1.3486 0.7672
H -1.8054 -1.6895 -0.6227 0.4896 0.7568 -0.2579
P 0.0371 -0.0202 -0.6360 -1.2199 2.6614 3.6172
H -2.4551 -0.0782 -0.9002 0.2400 0.4346 -0.4444
O 0.7361 -1.1308 0.2279 -0.4052 -0.5891 -1.5994
H 2.2658 -2.3981 1.0247 -0.8328 1.3120 -0.5831
H -1.3498 0.4684 1.5470 -1.7302 -2.2053 -0.3699
H -1.6326 -1.3329 1.8355 -0.3827 0.9243 -1.3161
H -3.0428 -0.2914 1.3047 0.7979 -0.0904 -0.0132
H -1.0253 2.0517 0.8775 1.4346 -0.1499 -1.1229
H 1.8442 0.9286 -1.8291 -0.4282 -0.0399 0.2753
H 0.6916 1.7124 1.2006 0.6591 0.0783 0.5093
C -1.9559 -0.4720 1.1644 1.2723 1.2665 1.1504
C 2.0347 -1.3123 0.7786 0.5360 -0.3021 1.7510
C 0.8785 0.4626 -2.0868 0.3323 0.7900 -2.4742
H 2.8667 -0.9275 0.1898 -0.2972 0.1961 -0.1880
H 0.2907 1.2319 -2.6738 0.3763 -0.5861 1.0384
H 0.2875 2.5659 -0.2754 0.7285 1.8218 -1.6376
C -0.0044 1.8618 0.4065 -2.1027 -4.1177 0.4386
```
Positions in Å, forces in eV/Å.



- Number 1 is which compound?
  C5H14O2